1.
{"formula": "C5H8N2", "method": "the ωB97M-V functional and the def2-TZVPD basis", "species": ["C", "C", "H", "H", "N", "C", "H", "H", "H", "N", "H", "C", "H", "C", "H"], "xyz": [[-1.23, 0.30, 0.94], [-0.85, -0.38, -0.29], [0.07, -0.33, -0.77], [4.41, 0.99, -1.49], [2.12, -0.15, 0.39], [-1.73, 0.83, -0.31], [2.71, 1.34, -2.01], [-1.20, 1.80, -0.48], [-2.82, 0.78, -0.66], [2.79, 0.34, -0.36], [-1.40, -1.39, -0.29], [3.37, 0.96, -1.29], [-0.52, -0.38, 2.83], [-1.21, 0.26, 2.24], [-1.60, 1.10, 2.79]], "nbo_charge": [0.0189, -0.4457, 0.2158, 0.2291, -0.0252, -0.4554, 0.2166, 0.2233, 0.2257, 0.0769, 0.2234, -0.4973, 0.2039, -0.4055, 0.1954], "total_charge": 0, "relative_energy_kj_mol": 472.6, "lumo_energy_ev": 0.91, "gap_ev": 9.60}

***

2.
{"formula": "C6H14N2O2Sn", "method": "the ωB97M-V functional and the def2-TZVPD basis", "species": ["H", "H", "O", "C", "H", "C", "C", "C", "O", "H", "H", "H", "H", "H", "C", "C", "H", "H", "H", "Sn", "H", "N", "H", "H", "N"], "xyz": [[-20.36, 19.52, 2.21], [-24.12, 22.28, 7.76], [-20.57, 23.40, 2.81], [-23.93, 22.18, 3.50], [-21.65, 24.31, 0.50], [-23.26, 21.90, 5.86], [-23.67, 21.44, 7.24], [-20.68, 22.85, 1.69], [-22.20, 22.55, 5.69], [-23.70, 21.42, 2.74], [-20.91, 23.09, -0.48], [-23.20, 22.98, 3.44], [-19.90, 20.75, 3.33], [-24.98, 21.20, 5.06], [-20.78, 23.66, 0.44], [-20.65, 20.51, 2.57], [-20.72, 21.14, 0.63], [-24.44, 20.70, 7.06], [-24.88, 22.62, 3.20], [-19.76, 23.88, 5.50], [-19.94, 24.35, 0.31], [-20.66, 21.53, 1.56], [-21.64, 20.34, 2.99], [-22.77, 21.02, 7.69], [-24.11, 21.66, 4.86]], "nbo_charge": [0.2511, 0.2653, -0.8048, -0.4383, 0.2623, 0.7258, -0.6876, 0.7168, -0.8373, 0.2139, 0.2491, 0.2258, 0.1948, 0.4290, -0.7157, -0.4269, 0.4264, 0.2354, 0.2369, 1.8383, 0.2674, -0.5451, 0.2130, 0.2482, -0.5438], "total_charge": 2, "relative_energy_kj_mol": 142.4, "lumo_energy_ev": -10.91, "gap_ev": 5.91}

***

3.
{"formula": "C2H6N2O2S", "method": "the ωB97M-V functional and the def2-TZVPD basis", "species": ["O", "O", "S", "H", "N", "C", "H", "C", "H", "H", "H", "H", "N"], "xyz": [[-2.23, 2.44, -0.09], [2.43, -0.36, 1.14], [-3.09, 3.43, 0.59], [-1.13, 0.96, -0.89], [-0.36, 0.30, -1.08], [1.86, -0.06, 0.11], [-1.13, -0.93, 0.79], [-0.32, -0.43, 1.17], [-0.51, 0.47, 1.62], [0.27, 0.76, -1.73], [0.42, -1.13, 1.65], [2.25, 0.38, -0.89], [0.48, -0.10, 0.01]], "nbo_charge": [-0.7235, -0.6201, 0.7271, 0.3876, -0.6704, 0.5072, 0.2003, -0.4254, 0.1918, 0.3477, 0.2414, 0.1013, -0.2650], "total_charge": 0, "relative_energy_kj_mol": 404.2, "lumo_energy_ev": [-2.20, -2.20], "gap_ev": [5.99, 5.99], "smiles": "CN(N)C=O.O=S"}

***

4.
{"formula": "C5H8Cl2O", "method": "the ωB97M-V functional and the def2-TZVPD basis", "species": ["H", "H", "C", "H", "H", "H", "H", "Cl", "C", "O", "H", "C", "C", "Cl", "H", "C"], "xyz": [[-0.02, -1.55, -0.89], [1.70, -0.55, -2.45], [-1.47, 0.46, -0.05], [-0.74, 1.25, 0.25], [0.07, -0.80, 1.58], [0.57, 0.77, -2.65], [-1.43, -1.54, 2.43], [-1.66, 1.37, -2.61], [-1.49, -0.05, -1.42], [-1.86, -0.30, 0.97], [-1.10, 0.36, 2.68], [-0.95, -0.60, 2.02], [1.07, 0.04, -1.90], [-2.82, -1.19, -1.73], [1.56, 0.67, -1.14], [-0.18, -0.68, -1.49]], "nbo_charge": [0.2023, 0.2258, 0.1450, 0.1821, 0.1926, 0.2306, 0.2158, -0.0612, -0.1158, -0.5085, 0.1984, -0.2685, -0.6774, 0.0018, 0.2161, -0.1791], "total_charge": 0, "relative_energy_kj_mol": 339.3, "lumo_energy_ev": [0.28, 0.15], "gap_ev": [8.49, 8.10]}

***

5.
{"formula": "C41H82Br2F4N6O7", "method": "the ωB97M-V functional and the def2-TZVPD basis", "species": ["H", "H", "H", "C", "H", "C", "H", "C", "H", "H", "H", "H", "H", "F", "C", "H", "C", "C", "H", "H", "H", "H", "H", "H", "C", "C", "H", "H", "H", "H", "H", "H", "N", "H", "C", "H", "H", "C", "O", "O", "C", "H", "H", "H", "H", "O", "C", "H", "H", "H", "H", "H", "H", "H", "C", "H", "H", "C", "N", "O", "H", "H", "C", "H", "Br", "C", "H", "C", "H", "C", "H", "C", "H", "H", "H", "H", "H", "F", "H", "C", "H", "C", "C", "H", "H", "H", "O", "F", "H", "H", "C", "H", "H", "H", "H", "H", "H", "H", "Br", "C", "C", "C", "H", "H", "C", "H", "N", "N", "H", "H", "C", "C", "C", "C", "H", "C", "H", "H", "O", "N", "H", "H", "O", "C", "H", "H", "C", "C", "N", "C", "H", "C", "C", "C", "C", "C", "F", "H", "H", "H", "H", "H"], "xyz": [[-5.35, -7.48, 0.14], [3.08, 1.05, 0.16], [3.00, -2.93, -0.64], [-1.94, 0.63, 4.86], [-0.10, 1.18, 3.84], [-0.87, 0.40, 3.80], [-2.18, -1.88, 0.71], [-2.07, 1.15, 1.54], [-0.73, -5.28, 4.34], [0.87, -3.78, 0.22], [6.21, 4.06, -1.85], [4.07, -0.94, -3.96], [-5.95, -4.07, 1.13], [-5.67, -0.71, 3.07], [-2.53, 2.36, -0.81], [3.04, 2.64, -0.05], [-4.27, 4.34, -0.85], [-0.39, -7.98, 4.51], [-5.53, -4.98, -0.11], [-1.90, 2.66, -1.63], [6.37, 1.96, -1.15], [-4.15, 4.39, -1.92], [2.62, 2.61, -4.56], [1.30, -1.04, -5.20], [-0.27, -2.04, -0.25], [4.44, -0.73, -6.65], [0.46, 2.51, 2.11], [-6.54, -7.16, -1.67], [4.03, -0.26, -7.55], [-6.68, -5.91, 2.38], [5.26, 1.06, 0.94], [4.03, 1.70, -5.11], [-1.44, -5.81, 4.84], [-2.85, -6.52, 2.55], [-1.52, -2.65, 0.32], [3.66, 9.51, 0.15], [5.80, 8.69, 1.23], [-1.28, 0.09, 2.36], [4.59, 2.73, -1.88], [-7.77, -5.73, -0.80], [2.11, -2.32, -0.71], [-1.48, 1.03, 5.76], [3.38, 7.85, -1.46], [-2.48, -7.59, 4.60], [-5.52, 1.63, 0.53], [-0.97, -6.07, 2.01], [-1.47, 0.12, -0.91], [-2.34, -0.53, -0.95], [0.53, 1.35, 0.27], [-5.20, 3.88, -0.55], [-4.01, 1.96, 2.09], [-1.86, -0.83, 2.39], [0.55, -7.45, 4.35], [-2.06, -3.12, -0.51], [4.52, 9.22, -0.46], [5.83, 10.87, 0.05], [2.66, 1.99, -6.22], [5.29, 1.85, -1.02], [3.90, -1.77, -4.52], [2.30, 0.62, -4.69], [-8.49, -6.77, 0.84], [-0.38, -8.89, 3.91], [0.28, -6.61, 1.65], [3.19, -2.28, -3.99], [-4.05, 1.48, -1.75], [-1.55, 2.47, 2.13], [0.23, -7.66, 1.36], [-1.68, 1.34, 0.04], [4.85, 4.47, -2.92], [2.94, 1.78, -5.19], [1.01, -6.48, 2.45], [5.42, 3.16, 1.19], [-6.51, -8.21, 1.25], [-0.08, 2.78, -0.54], [-0.33, -0.49, 4.10], [4.60, 11.26, -1.15], [5.13, -1.51, -6.97], [-0.09, -0.25, 1.73], [-1.87, -7.93, 2.17], [-4.51, 0.09, 1.16], [-5.01, -7.50, 1.86], [5.29, 10.49, -0.81], [-0.24, -0.74, -0.81], [7.50, 8.73, -1.50], [-4.29, 5.36, -0.48], [-1.31, -3.42, 1.05], [6.29, 7.47, -0.36], [-5.79, -1.88, 1.25], [7.79, 8.78, 0.26], [-8.34, -5.02, 0.99], [2.13, -1.05, -1.28], [2.97, -2.24, -6.32], [0.64, -6.04, 0.79], [5.31, 3.03, 2.26], [-8.12, -7.76, -1.10], [1.76, -0.04, -6.57], [5.01, 0.01, -6.10], [-0.42, -8.27, 5.56], [-1.67, 5.05, -0.15], [-3.07, 3.66, -0.17], [-7.59, -6.91, -1.55], [-0.30, 2.04, 0.22], [4.77, 8.19, -2.19], [6.00, 10.32, -1.62], [3.33, -1.34, -5.80], [-1.41, 0.54, -1.91], [-0.32, 2.76, 1.51], [3.99, 8.62, -1.70], [-3.35, 3.54, 0.87], [-2.29, -5.26, 4.72], [0.90, -2.79, -0.21], [5.12, 4.05, -1.95], [7.52, 8.14, -0.58], [-5.81, -7.38, 1.12], [-3.58, 0.57, 2.98], [4.87, 1.95, 0.45], [-4.06, -0.35, 0.27], [8.29, 7.37, -0.70], [-5.72, 0.75, 0.86], [3.41, 1.92, 0.57], [5.03, 0.85, -1.37], [6.48, 3.31, 0.97], [-2.08, 3.15, 2.96], [-4.98, -1.09, 2.00], [1.01, 0.68, -1.81], [4.89, 4.08, 0.92], [5.33, 8.21, 0.37], [-6.49, -6.03, 1.31], [-5.56, -4.97, 0.90], [0.97, -0.29, -1.34], [4.63, 7.46, 0.76], [2.11, -0.43, -5.61], [-7.84, -5.91, 0.60], [-1.86, -6.95, 2.67], [-3.55, 0.99, 1.98], [-1.59, -7.10, 4.18], [-3.96, -1.85, 2.41], [-2.76, 1.27, 4.57], [3.07, -0.67, -1.67], [-2.37, -0.33, 5.15], [4.68, 4.69, -1.18], [-8.01, -6.73, -2.54]], "lowdin_charge": [0.0666, 0.0458, 0.1002, -0.0734, 0.1129, -0.1599, 0.0377, -0.1879, 0.0670, 0.0910, 0.0925, 0.0562, 0.0468, 0.1783, -0.5442, 0.0715, -0.2131, -0.0712, 0.0731, 0.0781, 0.1225, 0.0677, 0.0845, 0.1216, -0.2128, -0.0705, 0.1344, 0.0749, 0.0774, 0.1355, 0.1370, 0.0753, 0.0407, 0.1097, -0.0167, 0.1351, 0.1203, -0.2330, -0.1994, -0.1874, -0.0686, 0.0794, 0.0683, 0.1342, 0.0476, -0.1978, -0.1151, 0.0742, 0.0876, 0.0588, 0.1269, 0.1297, 0.0635, 0.1005, -0.4329, 0.0779, 0.0901, -0.2064, 0.0450, -0.2013, 0.1193, 0.0774, -0.1039, 0.0640, 0.8923, -0.4882, 0.0927, -0.2934, 0.0860, -0.0999, 0.0788, -0.0642, 0.0788, 0.0888, 0.1217, 0.0756, 0.0746, 0.0150, 0.1220, -0.2858, 0.0579, -0.0710, -0.1817, 0.0758, 0.0508, 0.0803, -0.2000, 0.1397, 0.0907, 0.1228, -0.0946, 0.1342, 0.0723, 0.0754, 0.0894, 0.1198, 0.0642, 0.0749, 0.7924, -0.7070, -0.1082, -0.1495, 0.0668, 0.0641, -0.4303, 0.1075, 0.0797, 0.0407, 0.0658, 0.0705, -0.0374, -0.0990, -0.1055, -0.0678, 0.0987, -0.4254, 0.0996, 0.0863, -0.0225, 0.0560, 0.1102, 0.0793, 0.1296, -0.6010, 0.1172, 0.0619, -0.2103, -0.4282, 0.0533, -0.0565, 0.1188, -0.2082, -0.2085, -0.2079, -0.0179, -0.4317, 0.1465, 0.0578, 0.0823, 0.0808, 0.0717, 0.0866], "total_charge": 0, "lumo_energy_ev": 0.35, "gap_ev": 9.12, "smiles": "CC[C@H](F)[C@@]1(C[C@H](O)C(F)(F)F)C(=O)NC[C@]1(Cc1ccccc1C)[C@@H](Br)[C@H](C)Br.COC[C@@H](C)N.COC[C@@H](C)N.COC[C@@H](C)N.COC[C@@H](C)N.COC[C@@H](C)N"}

***

6.
{"formula": "CH7OS", "method": "the ωB97M-V functional and the def2-TZVPD basis", "species": ["S", "H", "H", "H", "H", "H", "H", "C", "O", "H"], "xyz": [[-0.93, -0.58, 0.87], [2.82, -0.32, -0.17], [2.18, -1.32, -1.08], [-1.99, 0.64, -0.88], [-1.92, -0.18, 1.70], [-0.24, 0.85, -0.85], [0.41, -0.94, 0.71], [-1.14, 0.82, -0.24], [1.96, -0.73, -0.35], [-1.17, 1.76, 0.29]], "nbo_charge": [0.2120, 0.5114, 0.5058, 0.2654, 0.2949, 0.2725, 0.3632, -0.7268, -0.9594, 0.2610], "total_charge": 1, "relative_energy_kj_mol": 143.8, "lumo_energy_ev": -5.60, "gap_ev": 10.69}

***

> Number 5 is which compound?

C41H82Br2F4N6O7